Molecular formula: C6H12S2
Method: DFT, ωB97M-V with the def2-TZVPD basis set

```
20
Properties=species:S:1:pos:R:3
C 0.572 0.444 -0.365
C 0.635 0.554 1.124
C -0.222 -0.408 0.445
C -0.091 1.533 -1.261
C 1.695 0.329 2.115
C -1.270 -2.411 -1.021
S -3.015 0.530 -0.179
S -0.684 -2.123 0.677
H 1.341 -0.001 -0.992
H 0.040 1.490 1.410
H 0.674 2.098 -1.826
H -0.582 2.279 -0.666
H -0.900 1.062 -1.974
H 2.718 0.765 1.841
H 1.793 -0.687 2.436
H 1.509 0.786 3.024
H -1.808 -3.313 -1.106
H -0.365 -2.487 -1.666
H -1.930 -1.515 -1.119
H -4.108 -0.174 0.409
```

total energy = -28081.915 eV
LUMO (spin up / spin down) = 0.70 / -2.35 eV
HOMO level (spin up / spin down) = -6.77 / -9.32 eV
2S+1 = 3
expectation value of S² = 2.01
max |F| = 3.37 eV/Å

***

Molecular formula: C6H12SSi
Method: DFT, ωB97M-V with the def2-TZVPD basis set

```
20
Properties=species:S:1:pos:R:3
C -2.286 -1.561 -0.509
C -2.183 -0.238 -0.620
C 1.558 -0.673 0.179
C 1.950 0.651 -0.214
C 0.619 -0.710 1.473
C 0.780 1.537 -0.928
Si -1.286 0.542 0.876
S -0.454 2.355 0.095
H -2.610 -2.203 -1.181
H -2.228 -1.997 0.501
H -2.372 0.214 -1.525
H 1.014 -1.200 -0.625
H 2.464 -1.181 0.376
H 2.281 1.373 0.586
H 2.695 0.699 -0.994
H 0.001 -1.660 1.522
H 0.896 -0.387 2.427
H 1.356 2.309 -1.531
H 0.163 1.031 -1.634
H -2.359 1.096 1.724
```

total energy = -25127.200 eV
LUMO = 0.73 eV
HOMO level = -8.30 eV
max |F| = 5.51 eV/Å

***

Molecular formula: C6H12Si
Method: DFT, ωB97M-V with the def2-TZVPD basis set

```
19
Properties=species:S:1:pos:R:3
C 0.592 0.147 -2.023
C 0.545 0.036 -0.517
C 1.049 -1.420 -0.099
C 0.192 -1.924 1.129
C -0.892 -1.162 1.460
Si -1.022 0.364 0.391
C -0.956 2.092 1.041
H 0.706 1.142 -2.363
H 1.429 -0.368 -2.322
H -0.288 -0.276 -2.553
H 1.389 0.724 -0.195
H 2.070 -1.443 0.105
H 0.945 -2.003 -0.973
H 0.591 -2.895 1.556
H -1.732 -1.525 2.022
H -2.440 0.546 -0.324
H -1.110 2.893 0.288
H -1.733 2.191 1.775
H 0.037 2.158 1.423
```

total energy = -14292.903 eV
SMILES = C[C@@H]1CC=C[Si@H]1C
LUMO = 1.12 eV
HOMO level = -9.33 eV
max |F| = 3.63 eV/Å

***

Molecular formula: C6H13BN2O2S
Method: DFT, ωB97M-V with the def2-TZVPD basis set

```
25
Properties=species:S:1:pos:R:3
N -1.119 0.830 -2.655
C 0.191 1.044 -2.168
C 0.753 -0.197 -1.511
S 1.901 -1.054 -2.314
N 0.220 -0.750 -0.371
C 1.072 -1.745 0.413
C 0.198 -2.028 1.615
C -0.758 -0.802 1.812
C -0.728 -0.036 0.490
B -0.154 1.339 0.841
O 1.220 1.689 0.812
O -1.051 2.371 1.048
H -1.742 0.663 -1.889
H -1.335 0.209 -3.446
H 0.145 1.806 -1.433
H 0.863 1.366 -3.008
H 1.275 -2.634 -0.263
H 2.036 -1.311 0.640
H -0.476 -2.859 1.344
H 0.732 -2.368 2.580
H -0.309 -0.199 2.670
H -1.782 -1.074 2.138
H -1.726 -0.008 0.019
H 1.516 2.542 1.137
H -0.943 3.205 1.497
```

total energy = -25021.480 eV
SMILES = NCC(=S)N1CCC[C@H]1B(O)O
LUMO = 0.13 eV
HOMO level = -7.69 eV
max |F| = 4.29 eV/Å

***

Molecular formula: C6H13BO
Method: DFT, ωB97M-V with the def2-TZVPD basis set

```
21
Properties=species:S:1:pos:R:3
C -2.108 0.097 0.600
C -1.574 -0.269 -0.823
C -0.560 -1.416 -0.719
C 0.902 -0.725 -1.043
O 1.659 -1.356 -1.752
B 1.242 0.403 -0.063
C 1.349 -0.296 1.360
C 1.551 1.890 -0.360
H -1.438 0.659 1.167
H -2.522 -0.771 1.074
H -3.024 0.734 0.555
H -1.243 0.663 -1.302
H -2.335 -0.733 -1.464
H -0.456 -1.708 0.275
H -0.822 -2.288 -1.251
H 2.121 -1.079 1.301
H 0.394 -0.764 1.588
H 1.685 0.419 2.150
H 0.856 2.571 0.050
H 1.800 1.929 -1.414
H 2.523 2.040 0.070
```

total energy = -9155.254 eV
SMILES = CCCC(=O)B(C)C
LUMO = 0.62 eV
HOMO level = -8.63 eV
max |F| = 4.40 eV/Å

***

Molecular formula: C6H13ClN2O2
Method: DFT, ωB97M-V with the def2-TZVPD basis set

```
24
Properties=species:S:1:pos:R:3
C 0.988 -1.072 1.181
C -3.382 0.240 0.881
C 1.875 0.642 -2.853
C -1.900 0.411 1.164
C 0.841 0.389 -1.776
C 0.295 0.829 0.447
N 0.092 -1.722 1.760
N 2.269 -1.229 0.788
O -1.031 0.836 0.116
O 1.224 1.038 -0.533
Cl 0.493 -3.229 2.587
H -4.114 0.253 1.715
H -3.667 1.105 0.213
H -3.401 -0.636 0.337
H 1.486 0.219 -3.685
H 2.000 1.619 -3.141
H 2.820 0.241 -2.430
H -1.575 -0.486 1.646
H -1.725 1.215 1.866
H 0.522 -0.753 -1.537
H -0.108 0.815 -1.869
H 0.580 1.453 1.222
H 2.711 -0.394 0.421
H 2.709 -1.784 1.480
```

total energy = -26025.865 eV
LUMO = 0.84 eV
HOMO level = -8.26 eV
max |F| = 4.54 eV/Å

***

Please write out number 1 again, unchanged.
Molecular formula: C6H12S2
Method: DFT, ωB97M-V with the def2-TZVPD basis set

```
20
Properties=species:S:1:pos:R:3
C 0.572 0.444 -0.365
C 0.635 0.554 1.124
C -0.222 -0.408 0.445
C -0.091 1.533 -1.261
C 1.695 0.329 2.115
C -1.270 -2.411 -1.021
S -3.015 0.530 -0.179
S -0.684 -2.123 0.677
H 1.341 -0.001 -0.992
H 0.040 1.490 1.410
H 0.674 2.098 -1.826
H -0.582 2.279 -0.666
H -0.900 1.062 -1.974
H 2.718 0.765 1.841
H 1.793 -0.687 2.436
H 1.509 0.786 3.024
H -1.808 -3.313 -1.106
H -0.365 -2.487 -1.666
H -1.930 -1.515 -1.119
H -4.108 -0.174 0.409
```

total energy = -28081.915 eV
LUMO (spin up / spin down) = 0.70 / -2.35 eV
HOMO level (spin up / spin down) = -6.77 / -9.32 eV
2S+1 = 3
expectation value of S² = 2.01
max |F| = 3.37 eV/Å

***

Look up the total energy of the fifth one. -9155.254 eV

***

max |F| of number 3 (C6H12Si)? 3.63 eV/Å

***

Which value of total energy does entry 3 give? -14292.903 eV